Entry 1:
One molecule with the formula C6H10O. Source: OMol25; level of theory: ωB97M-V/def2-TZVPD.

## Properties
Frontier orbital gap (alpha / beta) in eV: 7.1 / 7.1
DFT total energy in eV: -8426.821

Element x y z (Å)
C1 -1.7437 0.0916 -0.4790
C2 -0.8709 0.4921 0.7004
C3 -0.1509 -0.6179 1.4684
C4 1.1005 -1.2955 -0.9808
C5 1.6337 -0.0024 -1.0637
C6 1.2712 1.1091 -0.2899
O1 0.1698 1.4576 0.3106
H1 -2.5797 -0.5049 -0.0978
H2 -1.1814 -0.5183 -1.1861
H3 -2.1498 0.9732 -0.9831
H4 -1.4607 1.0976 1.3958
H5 -0.0805 -1.5423 0.8959
H6 -0.6076 -0.8228 2.4210
H7 1.4274 -1.9565 -1.7987
H8 2.4066 0.3149 -1.7773
H9 0.8359 -0.2116 1.6618
H10 1.9799 1.9361 -0.1975

Atoms 1-3, force components in eV/Å:
C 0.1 0.0 0.1
C -0.1 -0.2 0.2
C -0.6 -0.1 0.0

---

Entry 2:
C44H50N3S4Ti as an isolated structure. Source: OMol25; level of theory: ωB97M-V/def2-TZVPD.

## Properties
Frontier orbital gap (alpha / beta) in eV: 4.8 / 6.7
Multiplicity: 3
Charge: -1
DFT total energy in eV: -117368.982

Element x y z (Å)
Ti1 -0.4637 -0.2727 0.1521
S1 1.3618 3.2491 -2.2458
C1 0.5797 2.1521 -1.2937
S2 -0.9037 1.3463 -1.7121
S3 1.1528 1.6632 0.2743
C2 -4.0353 -0.9615 -2.2029
C3 -4.0802 -0.8463 -0.6780
C4 -5.2178 -1.6938 -0.1008
C5 -4.2097 0.5995 -0.2347
C6 -5.3103 1.3311 -0.6614
C7 -5.4906 2.6381 -0.2553
C8 -4.5540 3.2175 0.5781
C9 -3.4153 2.5397 1.0178
C10 -2.4596 3.4231 1.8244
C11 -1.5382 2.8070 2.8730
C12 -1.6528 4.2961 0.8558
C13 -3.2487 1.2028 0.5997
N1 -2.1627 0.3768 1.0156
C14 -2.2950 -0.1545 2.2573
C15 -1.3488 -1.0740 2.7892
C16 -1.0907 -1.0387 4.1849
C17 -0.1512 -1.8402 4.7835
C18 0.5915 -2.7320 4.0040
C19 0.3256 -2.8269 2.6526
C20 -0.6516 -2.0486 2.0120
N2 -0.9331 -2.2219 0.6320
C21 -0.8634 -3.5465 0.2020
C22 -0.1909 -4.0050 -0.9622
C23 0.0220 -5.3818 -1.1047
C24 -0.4464 -6.3150 -0.2041
C25 -1.2927 -5.8735 0.8050
C26 -1.5565 -4.5282 0.9767
C27 -2.7032 -4.1274 1.8960
C28 -2.5589 -4.6117 3.3386
C29 -4.0141 -4.6512 1.2941
C30 0.1716 -3.1963 -2.2156
C31 -0.3010 -1.7570 -2.2538
C32 1.6429 -3.2744 -2.6575
H1 -3.8035 -1.9889 -2.4997
H2 -3.2759 -0.2997 -2.6250
H3 -4.9967 -0.6968 -2.6527
H4 -3.1448 -1.2407 -0.2826
H5 -6.1926 -1.2965 -0.3959
H6 -5.1757 -1.7077 0.9905
H7 -5.1544 -2.7244 -0.4590
H8 -6.0391 0.8623 -1.3139
H9 -6.3550 3.2031 -0.5845
H10 -4.6867 4.2475 0.8933
H11 -3.1272 4.0984 2.3739
H12 -0.7746 2.1763 2.4269
H13 -2.0849 2.2274 3.6167
H14 -1.0272 3.6229 3.3922
H15 -1.0092 3.6820 0.2299
H16 -1.0172 4.9926 1.4096
H17 -2.3116 4.8683 0.2005
H18 -3.0776 0.2366 2.9005
H19 -1.6510 -0.3243 4.7788
H20 0.0214 -1.7664 5.8509
H21 1.3553 -3.3582 4.4502
H22 0.8500 -3.5598 2.0608
H23 0.5527 -5.7253 -1.9863
H24 -0.2370 -7.3694 -0.3372
H25 -1.7928 -6.5942 1.4439
H26 -2.7708 -3.0399 1.9048
H27 -2.6812 -5.6972 3.4041
H28 -3.3289 -4.1570 3.9669
H29 -1.5873 -4.3466 3.7528
H30 -4.0306 -5.7437 1.2846
H31 -4.1334 -4.3055 0.2655
H32 -4.8725 -4.3027 1.8754
H33 -0.3957 -3.7109 -3.0011
H34 0.3440 -1.1246 -1.6264
H35 -1.3518 -1.6577 -1.9852
H36 -0.1660 -1.3126 -3.2411
H37 2.0702 -4.2650 -2.5024
H38 1.7181 -3.0369 -3.7214
H39 2.2737 -2.5456 -2.1428
N3 1.6694 -1.3569 0.1759
S4 2.9930 -0.8039 0.8117
C33 4.1939 -0.5140 -0.5089
C34 4.9096 -1.5472 -1.1067
C35 5.6910 -1.2787 -2.2186
C36 5.7508 0.0118 -2.7302
C37 5.0296 1.0352 -2.1343
C38 4.2453 0.7791 -1.0183
C39 3.8543 -2.1449 1.6402
C40 3.4892 -3.4685 1.4503
C41 4.1782 -4.4699 2.1215
C42 5.2195 -4.1462 2.9770
C43 5.5798 -2.8167 3.1631
C44 4.8971 -1.8135 2.4965
H40 1.7935 -2.2072 -0.3610
H41 4.8556 -2.5515 -0.7067
H42 6.2486 -2.0779 -2.6908
H43 6.3571 0.2162 -3.6043
H44 5.0499 2.0343 -2.5491
H45 3.6290 1.5569 -0.5842
H46 2.6694 -3.7234 0.7904
H47 3.8912 -5.5040 1.9754
H48 5.7504 -4.9287 3.5046
H49 6.3882 -2.5614 3.8368
H50 5.1681 -0.7736 2.6400

Atoms 1-3, force components in eV/Å:
Ti 0.4 0.2 -0.1
S 0.1 0.1 -0.1
C -0.1 -0.2 0.1

---

Entry 3:
A 2-piece molecular cluster, C4H3N3O overall. Source: OMol25; level of theory: ωB97M-V/def2-TZVPD.

## Properties
Frontier orbital gap in eV: 9.2
DFT total energy in eV: -10708.141

Element x y z (Å)
C1 -1.4309 1.5862 0.1889
C2 -0.3770 0.3473 -0.1379
C3 -0.6076 -1.1311 -0.0855
C4 1.7767 -1.1962 -0.1277
H1 -2.5760 1.5538 1.1177
H2 -1.5553 -1.5600 -0.1217
H3 2.7125 -1.6296 0.1515
N1 0.5307 -1.8708 -0.2400
N2 1.9279 0.2125 0.0253
N3 0.7584 0.9882 -0.2176
O1 -1.1593 2.6996 -0.5530

Atoms 1-3, force components in eV/Å:
C -0.2 5.3 -4.2
C -2.6 0.6 1.7
C 5.8 3.0 -1.1

---

Entry 4:
C31H50GeN4O4PdSSi as an isolated structure. Source: OMol25; level of theory: ωB97M-V/def2-TZVPD.

## Properties
Frontier orbital gap (alpha / beta) in eV: 5.6 / 7.5
Multiplicity: 2
Charge: -1
DFT total energy in eV: -125823.856

Element x y z (Å)
Pd1 -0.4194 0.9260 -0.9952
Ge1 -2.4596 1.1595 0.2177
C1 -3.8443 2.3919 -0.4359
C2 -4.7851 1.8701 -1.3251
C3 -5.7582 2.6664 -1.9088
C4 -5.8169 4.0205 -1.6145
C5 -4.8871 4.5625 -0.7407
C6 -3.9138 3.7564 -0.1666
C7 -1.9807 1.4733 2.0971
C8 -1.6002 0.3694 2.8606
C9 -1.1540 0.5143 4.1653
C10 -1.0856 1.7731 4.7462
C11 -1.4628 2.8837 4.0058
C12 -1.8970 2.7301 2.6949
H1 -3.1909 -0.2098 0.2197
H2 -4.7586 0.8136 -1.5730
H3 -6.4715 2.2279 -2.5970
H4 -6.5737 4.6486 -2.0689
H5 -4.9087 5.6211 -0.5090
H6 -3.1895 4.2254 0.4884
H7 -1.6144 -0.6180 2.4128
H8 -0.8475 -0.3602 4.7276
H9 -0.7340 1.8877 5.7644
H10 -1.4081 3.8750 4.4414
H11 -2.1542 3.6208 2.1344
C13 1.5523 1.7558 1.9903
N1 2.6761 2.2645 2.7956
C14 3.9138 2.0223 2.0569
N2 3.9167 2.6605 0.7363
C15 2.7606 2.1375 -0.0081
N3 1.5029 2.4054 0.6786
C16 1.3583 3.8408 0.8598
N4 2.4709 4.4074 1.6409
C17 2.5065 3.7108 2.9328
C18 3.7143 4.0972 0.9313
H12 0.6215 1.9455 2.5249
H13 1.6440 0.6799 1.8357
H14 4.0407 0.9452 1.9259
H15 4.7574 2.4099 2.6369
H16 2.8665 1.0577 -0.1242
H17 2.7338 2.5964 -1.0008
H18 0.4209 4.0411 1.3845
H19 1.3195 4.3265 -0.1190
H20 1.5709 3.9049 3.4630
H21 3.3366 4.1125 3.5227
H22 4.5559 4.4974 1.5048
H23 3.6921 4.5859 -0.0463
C19 0.6747 -5.1358 0.8386
C20 1.3403 -3.7884 1.1165
C21 2.7860 -3.9868 1.5637
C22 0.5610 -3.0293 2.1870
O1 1.4031 -3.0680 -0.1136
Si1 0.3436 -1.9030 -0.6480
O2 0.2993 -0.5990 0.2675
O3 -1.1448 -2.5861 -0.7644
C23 -1.9782 -3.0451 -1.8268
C24 -3.2217 -3.6277 -1.1633
C25 -1.2560 -4.1160 -2.6391
C26 -2.3604 -1.8674 -2.7217
O4 0.8698 -1.5525 -2.1686
C27 2.0562 -1.6883 -2.9380
C28 3.1538 -0.8420 -2.2949
C29 2.4968 -3.1488 -3.0341
C30 1.7162 -1.1441 -4.3229
H24 0.6346 -5.7512 1.7411
H25 1.2306 -5.6776 0.0706
H26 -0.3431 -4.9765 0.4830
H27 2.8389 -4.5828 2.4779
H28 3.2548 -3.0201 1.7515
H29 3.3510 -4.4983 0.7822
H30 0.5920 -3.5781 3.1325
H31 -0.4843 -2.9148 1.8951
H32 0.9767 -2.0329 2.3361
H33 -2.9628 -4.5121 -0.5770
H34 -3.9682 -3.9107 -1.9074
H35 -3.6557 -2.8820 -0.4959
H36 -0.9004 -4.9140 -1.9849
H37 -0.3986 -3.6820 -3.1516
H38 -1.9225 -4.5501 -3.3876
H39 -2.8980 -1.1177 -2.1427
H40 -2.9960 -2.2006 -3.5478
H41 -1.4681 -1.3937 -3.1286
H42 3.3161 -1.1574 -1.2623
H43 2.8532 0.2068 -2.2948
H44 4.0960 -0.9346 -2.8397
H45 2.6594 -3.5649 -2.0450
H46 3.4237 -3.2185 -3.6099
H47 1.7395 -3.7455 -3.5448
H48 1.3286 -0.1281 -4.2326
H49 0.9484 -1.7626 -4.7922
H50 2.5990 -1.1354 -4.9654
S1 -1.6736 3.3233 -3.0323
C31 -0.9273 2.2058 -2.2299

Atoms 1-3, force components in eV/Å:
Pd 0.0 0.5 0.1
Ge 0.1 -0.1 -0.2
C -0.1 -0.1 0.1

---

Entry 5:
A 3-piece molecular cluster, C17H33O5PS overall. Source: OMol25; level of theory: ωB97M-V/def2-TZVPD.

## Properties
Frontier orbital gap in eV: 7.1
SMILES: CC1=C(P(O)(O)=S)C(=O)OC1=O.CCCCCC.CCCCCC
DFT total energy in eV: -48522.059

Element x y z (Å)
C1 -0.8859 -2.2275 -2.9690
C2 0.5859 -2.8154 -3.4283
C3 1.8938 -2.0645 -3.2698
P1 2.2314 -0.3210 -2.5415
O1 3.7955 0.3454 -2.9814
O2 0.9008 0.8008 -2.8048
S1 2.3120 -0.5796 -0.5756
C4 2.9097 -3.2136 -3.8660
O3 4.1579 -2.8130 -4.1207
O4 2.2828 -4.5675 -3.9879
C5 0.8185 -4.3344 -4.0821
O5 -0.1122 -5.1952 -4.5525
H1 -1.0113 -1.0810 -3.2635
H2 -1.7627 -2.8388 -3.4678
H3 -0.9140 -2.2882 -1.7944
H4 4.0403 0.1237 -3.9275
H5 0.9222 1.1813 -3.7327
C6 -2.8780 4.2997 1.1678
C7 -1.7018 5.2279 0.9111
C8 -1.4085 5.4387 -0.5763
C9 -1.0093 4.1787 -1.3526
C10 0.2187 3.4393 -0.8144
C11 1.4912 4.2711 -0.8601
H6 -2.6865 3.2909 0.7919
H7 -3.0674 4.2220 2.2435
H8 -3.7871 4.6805 0.6918
H9 -0.8136 4.8486 1.4268
H10 -1.9236 6.2033 1.3615
H11 -0.6198 6.1937 -0.6755
H12 -2.2973 5.8695 -1.0556
H13 -0.8229 4.4618 -2.3963
H14 -1.8550 3.4823 -1.3775
H15 0.3713 2.5389 -1.4207
H16 0.0407 3.0940 0.2093
H17 1.7098 4.5944 -1.8832
H18 2.3398 3.6786 -0.5038
H19 1.4166 5.1581 -0.2250
C12 -0.7193 -3.3324 0.6286
C13 -0.5113 -2.1587 1.5721
C14 0.6905 -2.3344 2.5035
C15 0.6058 -3.5221 3.4689
C16 -0.6110 -3.5254 4.3982
C17 -0.6533 -2.3318 5.3401
H20 -0.9411 -4.2544 1.1730
H21 -1.5626 -3.1317 -0.0403
H22 0.1689 -3.4992 0.0111
H23 -1.4236 -1.9859 2.1522
H24 -0.3545 -1.2537 0.9722
H25 0.8310 -1.4093 3.0746
H26 1.5969 -2.4512 1.8950
H27 1.5176 -3.5355 4.0793
H28 0.6136 -4.4575 2.8981
H29 -0.5818 -4.4409 5.0002
H30 -1.5378 -3.5691 3.8169
H31 0.2484 -2.2915 5.9600
H32 -1.5185 -2.4098 6.0059
H33 -0.7401 -1.3890 4.7931

Atoms 1-3, force components in eV/Å:
C 0.6 -0.1 -0.4
C 1.8 2.5 0.5
C -4.0 -5.3 -2.6